C32H36CdN2O2P2S3 as an isolated structure. Source: the Open Molecules 2025 dataset; level of theory: wB97M-V/def2-TZVPD.

Last column: Mulliken charge in e.
Geometry (Å):
1 H 2.72 -3.65 0.29  0.0866
2 C -2.81 -0.04 -0.71  -0.3579
3 H -6.06 -0.03 0.24  0.4015
4 H -0.22 2.24 -3.37  0.2231
5 H 0.49 -1.95 -4.12  0.4320
6 Cd 2.48 0.73 -1.29  1.6632
7 C -1.73 -0.34 2.49  -0.1723
8 H -0.89 -3.63 0.66  0.5772
9 H -0.69 6.48 -3.74  0.3866
10 C 2.92 -4.35 -1.76  -1.2327
11 C -0.21 -1.67 1.18  -0.5319
12 C 2.90 -4.58 -0.25  -0.7087
13 C -1.07 4.52 -1.01  -0.3518
14 C 1.91 2.06 6.02  -0.4288
15 H -1.99 0.59 2.99  0.1375
16 H -3.16 3.10 0.54  0.3339
17 N 2.39 -1.58 -1.77  -0.5824
18 C -0.79 3.28 -1.59  1.0209
19 H 0.74 -1.75 0.65  0.3203
20 H -2.05 -0.68 -1.15  0.3936
21 C 0.36 -1.84 -3.04  -0.5063
22 C 0.20 1.87 4.34  -0.3256
23 H -1.25 6.63 -1.34  0.4050
24 H -0.08 -5.71 -1.24  0.2912
25 H -3.61 -1.26 2.97  0.4505
26 S 5.40 4.23 -1.20  -0.3261
27 C -4.71 1.62 0.46  -0.7271
28 H 2.22 2.35 7.02  0.3829
29 C -5.05 0.33 0.08  -0.5706
30 H -0.18 4.29 -4.76  0.4113
31 C -1.05 5.67 -1.79  -0.8329
32 H -5.45 2.27 0.91  0.4195
33 C -1.13 -2.71 1.17  -0.2844
34 C 1.56 -2.40 -2.32  1.0112
35 H -4.37 -1.51 -0.80  0.4671
36 C 0.59 2.23 5.62  -0.8165
37 O 1.96 0.44 1.03  -0.8903
38 C 1.13 1.33 3.46  0.6561
39 N 1.69 -3.76 -2.28  0.2689
40 H 3.16 -2.02 -1.28  0.0575
41 C -2.35 -2.56 1.83  -0.7615
42 H -0.83 2.02 4.04  0.1403
43 H -1.28 4.60 0.05  0.2526
44 C -0.45 4.35 -3.71  -0.6900
45 H -1.13 -5.67 -2.67  0.4121
46 P -0.76 1.78 -0.62  -0.5245
47 O 0.01 0.66 -1.26  0.1422
48 H 3.08 -5.29 -2.28  0.4494
49 H 3.86 -4.99 0.08  0.3804
50 P 0.73 0.83 1.78  0.7868
51 H 0.67 3.00 0.86  0.4991
52 C -4.10 -0.50 -0.51  -0.6038
53 C -0.51 -0.48 1.84  0.8441
54 H 2.11 -5.29 0.02  0.2524
55 C 2.84 1.54 5.13  -0.6484
56 C 4.35 2.96 -1.31  -0.0028
57 H 3.88 1.42 5.44  0.4100
58 H -3.07 -3.37 1.82  0.4334
59 H 3.77 -3.71 -2.03  0.6351
60 C -0.43 -5.08 -2.07  -0.7960
61 C 2.46 1.17 3.85  -0.5359
62 S 2.60 3.22 -1.34  -0.3612
63 S 4.90 1.30 -1.42  -0.4564
64 C -0.48 3.20 -2.94  -0.2605
65 H 1.28 -5.53 -3.27  0.4221
66 H 0.27 -0.79 -2.80  -0.6813
67 H -0.97 -4.23 -1.65  0.0426
68 C -2.46 1.25 -0.33  0.5058
69 C -0.10 2.25 1.01  -0.8870
70 C 0.73 -4.65 -2.95  -0.8887
71 H -0.56 -2.34 -2.76  0.3027
72 C -0.74 5.58 -3.14  -0.5126
73 C -3.42 2.08 0.25  -0.5249
74 C -2.65 -1.38 2.48  -0.8553
75 H 0.35 -4.17 -3.86  0.4443
76 H 3.17 0.77 3.14  0.3748
77 H -0.89 2.64 1.66  0.7018
78 H -0.13 2.65 6.31  0.4078

Results
* HOMO level: -5.87 eV